(1)
31
Properties=species:S:1:pos:R:3:forces:R:3:nbo_charge:R:1 method="wB97M-V/def2-TZVPD" multiplicity=3 orbital_gap_ev="6.4027 / 6.8435" total_charge=+1 s_squared=2.01 e_homo_ev="-10.7 / -13.1" mol_weight_da=218.35
C -2.1440 -2.4481 0.8324 -0.01 -0.03 0.02 -0.22
C -3.2730 -1.6707 0.6117 0.15 0.09 0.00 -0.12
C -0.8939 -1.8665 0.8371 0.13 0.15 0.02 -0.14
C -3.1503 -0.3034 0.4128 0.01 0.01 0.01 -0.21
C -0.7555 -0.4852 0.6364 -0.78 0.10 0.01 -0.12
C -1.9080 0.3017 0.4369 0.10 -0.12 0.01 0.05
C 0.5382 0.1557 0.5684 0.27 -0.10 0.18 0.40
C 1.7502 -0.6717 0.3990 -1.00 1.29 -1.11 -0.42
C -1.7267 1.7724 0.2114 0.13 0.05 0.07 -0.45
C -0.5258 2.2558 1.0119 -0.87 0.33 -0.13 -0.22
C 1.5288 -2.1755 -1.5725 0.22 0.16 -0.13 -0.60
C 1.8955 2.1617 0.6273 0.82 0.40 -0.02 -0.42
C 2.2685 -0.9743 -0.9626 -0.09 -0.65 -0.37 -0.43
N 0.6446 1.4502 0.6958 -0.09 -0.62 -0.11 -0.27
S 2.3705 -1.2306 1.7953 1.02 -0.86 1.78 0.44
H -2.2412 -3.5089 0.9992 0.00 -0.10 0.02 0.24
H -4.2500 -2.1278 0.6029 -0.10 -0.05 -0.01 0.24
H -0.0233 -2.4731 1.0283 0.10 -0.06 -0.06 0.23
H -4.0298 0.2993 0.2457 -0.11 0.07 -0.01 0.23
H -1.5738 1.9596 -0.8568 0.01 0.06 0.02 0.24
H -2.6166 2.3215 0.5161 0.03 0.02 -0.01 0.25
H -0.3019 3.2988 0.7883 0.06 -0.11 0.04 0.24
H -0.7312 2.1657 2.0852 0.12 0.01 -0.06 0.23
H 1.6719 -3.0603 -0.9585 -0.03 -0.11 0.05 0.21
H 1.9337 -2.3741 -2.5603 -0.03 -0.10 -0.15 0.23
H 0.4641 -1.9758 -1.6664 -0.07 -0.03 -0.03 0.21
H 1.8750 2.8675 -0.2053 -0.07 -0.04 0.04 0.23
H 2.7308 1.4787 0.4948 -0.12 0.01 0.02 0.24
H 2.0431 2.7255 1.5503 -0.05 -0.04 -0.02 0.23
H 2.1360 -0.1110 -1.6192 0.18 0.09 0.07 0.22
H 3.3290 -1.2198 -0.8907 0.06 0.19 -0.12 0.24


(2)
17
Properties=species:S:1:pos:R:3:forces:R:3:nbo_charge:R:1 method="wB97M-V/def2-TZVPD" multiplicity=1 orbital_gap_ev=8.1922 smiles="C=C(C)N.O.O" e_homo_ev=-7.8 mol_weight_da=93.13
C -0.8404 -1.1554 1.5381 0.65 -0.82 -1.57 -0.54
C -1.0498 -0.7506 0.2668 0.57 -0.11 0.36 0.22
C -2.1197 0.2594 0.0341 -0.25 2.11 0.13 -0.67
N -0.2777 -1.2292 -0.7994 -1.17 -1.34 -0.28 -0.85
H -0.3097 -2.1233 1.5724 0.24 0.92 0.87 0.19
H -1.0424 -0.4911 2.3565 -0.79 -0.58 0.51 0.21
H -1.8364 0.9650 0.8089 -0.45 0.71 0.29 0.21
H -3.1116 -0.0864 0.3661 0.40 -0.14 -0.55 0.23
H -2.2161 0.9157 -0.8832 0.45 -1.39 0.63 0.23
H 0.3492 -0.5493 -1.2037 -0.36 -0.38 -0.23 0.40
H 0.1364 -2.1441 -0.5960 0.28 0.90 -0.20 0.38
O 2.1873 -0.2793 -1.8981 0.34 0.55 0.62 -0.96
H 3.0096 0.1794 -2.1211 -0.22 -0.20 -0.15 0.47
H 1.9595 0.1402 -1.0430 0.36 -0.10 -0.42 0.49
O 1.7565 1.8443 0.2284 -0.10 0.37 0.48 -0.95
H 2.2744 2.6385 0.4093 0.18 -0.12 -0.32 0.48
H 1.1309 1.8661 0.9641 -0.12 -0.38 -0.15 0.48


(3)
24
Properties=species:S:1:pos:R:3:forces:R:3:nbo_charge:R:1 method="wB97M-V/def2-TZVPD" multiplicity=1 orbital_gap_ev=8.7168 total_charge=+1 smiles=CCN[C@@H](C)CC#[N+]C e_homo_ev=-12.4 mol_weight_da=127.21
C 1.8746 1.5459 2.1251 -0.74 2.38 1.05 -0.66
C 2.1181 1.8329 0.6284 1.07 -2.07 -0.55 -0.22
N 1.9316 0.6325 -0.2336 -2.58 -0.88 -0.47 -0.61
C 0.5642 0.1947 -0.7162 1.93 0.94 1.77 0.03
C 0.7448 -0.5902 -2.0096 3.08 -1.19 1.00 -0.63
C -0.3226 -0.8465 0.3078 2.40 -1.21 0.38 -0.64
C -1.6971 -1.1586 0.0542 -0.05 0.82 -0.93 0.66
N -2.8183 -1.1866 -0.1858 2.66 0.08 0.22 -0.22
C -4.1431 -1.3912 -0.4951 -1.03 -0.82 3.87 -0.44
H 2.1299 2.4706 2.7164 -0.15 -0.56 -0.65 0.24
H 0.7931 1.3816 2.4907 1.57 -0.25 -1.08 0.21
H 2.5799 0.8448 2.5379 -0.04 -0.77 -0.08 0.22
H 3.2154 2.1101 0.3507 -2.01 0.05 1.02 0.23
H 1.4134 2.5090 0.1843 -0.05 0.98 0.19 0.20
H 2.4395 -0.1737 0.0609 0.71 -0.40 0.25 0.36
H 0.0080 1.1197 -0.7065 -0.41 0.16 -0.81 0.21
H 1.5803 -0.1637 -2.6597 -1.30 -0.41 1.01 0.27
H 1.0484 -1.7136 -1.7698 -0.63 2.29 -0.60 0.21
H -0.1540 -0.5617 -2.5071 -2.04 -0.34 -1.58 0.21
H 0.3884 -1.6893 0.0617 -1.52 0.04 0.57 0.30
H -0.2781 -0.7998 1.4196 0.30 0.81 -0.63 0.30
H -4.7064 -1.2316 0.4710 0.20 -0.39 -1.28 0.26
H -4.2387 -2.3439 -0.8981 -0.35 -2.09 -0.21 0.25
H -4.4714 -0.7913 -1.2271 -1.03 2.83 -2.45 0.25


Among the records above, which one has the highest multiplicity? C13H16NS


Which of these has the highest multiplicity? C13H16NS


Repeat the first record exactly.
31
Properties=species:S:1:pos:R:3:forces:R:3:nbo_charge:R:1 method="wB97M-V/def2-TZVPD" multiplicity=3 orbital_gap_ev="6.4027 / 6.8435" total_charge=+1 s_squared=2.01 e_homo_ev="-10.7 / -13.1" mol_weight_da=218.35
C -2.1440 -2.4481 0.8324 -0.01 -0.03 0.02 -0.22
C -3.2730 -1.6707 0.6117 0.15 0.09 0.00 -0.12
C -0.8939 -1.8665 0.8371 0.13 0.15 0.02 -0.14
C -3.1503 -0.3034 0.4128 0.01 0.01 0.01 -0.21
C -0.7555 -0.4852 0.6364 -0.78 0.10 0.01 -0.12
C -1.9080 0.3017 0.4369 0.10 -0.12 0.01 0.05
C 0.5382 0.1557 0.5684 0.27 -0.10 0.18 0.40
C 1.7502 -0.6717 0.3990 -1.00 1.29 -1.11 -0.42
C -1.7267 1.7724 0.2114 0.13 0.05 0.07 -0.45
C -0.5258 2.2558 1.0119 -0.87 0.33 -0.13 -0.22
C 1.5288 -2.1755 -1.5725 0.22 0.16 -0.13 -0.60
C 1.8955 2.1617 0.6273 0.82 0.40 -0.02 -0.42
C 2.2685 -0.9743 -0.9626 -0.09 -0.65 -0.37 -0.43
N 0.6446 1.4502 0.6958 -0.09 -0.62 -0.11 -0.27
S 2.3705 -1.2306 1.7953 1.02 -0.86 1.78 0.44
H -2.2412 -3.5089 0.9992 0.00 -0.10 0.02 0.24
H -4.2500 -2.1278 0.6029 -0.10 -0.05 -0.01 0.24
H -0.0233 -2.4731 1.0283 0.10 -0.06 -0.06 0.23
H -4.0298 0.2993 0.2457 -0.11 0.07 -0.01 0.23
H -1.5738 1.9596 -0.8568 0.01 0.06 0.02 0.24
H -2.6166 2.3215 0.5161 0.03 0.02 -0.01 0.25
H -0.3019 3.2988 0.7883 0.06 -0.11 0.04 0.24
H -0.7312 2.1657 2.0852 0.12 0.01 -0.06 0.23
H 1.6719 -3.0603 -0.9585 -0.03 -0.11 0.05 0.21
H 1.9337 -2.3741 -2.5603 -0.03 -0.10 -0.15 0.23
H 0.4641 -1.9758 -1.6664 -0.07 -0.03 -0.03 0.21
H 1.8750 2.8675 -0.2053 -0.07 -0.04 0.04 0.23
H 2.7308 1.4787 0.4948 -0.12 0.01 0.02 0.24
H 2.0431 2.7255 1.5503 -0.05 -0.04 -0.02 0.23
H 2.1360 -0.1110 -1.6192 0.18 0.09 0.07 0.22
H 3.3290 -1.2198 -0.8907 0.06 0.19 -0.12 0.24